Entry 1:
{
  "formula": "C41H36BrGeN5O3RuSSbSe4",
  "method": "ωB97M-V with the def2-TZVPD basis set",
  "symbols": ["H", "Ge", "N", "H", "H", "C", "H", "H", "C", "C", "C", "Br", "H", "H", "C", "C", "C", "H", "H", "H", "C", "C", "O", "H", "H", "H", "H", "H", "N", "C", "C", "C", "C", "Se", "C", "H", "C", "H", "C", "N", "C", "H", "Se", "C", "Se", "C", "H", "H", "S", "C", "H", "C", "H", "O", "H", "H", "C", "C", "Ru", "H", "C", "H", "H", "C", "H", "C", "O", "C", "C", "H", "H", "C", "Se", "N", "C", "H", "H", "C", "H", "H", "C", "C", "C", "C", "C", "C", "C", "H", "C", "Sb", "N", "C", "C", "H"],
  "coordinates": [[3.301, 0.333, -7.312], [0.114, -0.326, -3.393], [2.981, 2.290, 1.592], [-3.354, 0.294, 3.064], [1.967, -4.472, -0.049], [0.193, 1.654, -7.148], [-2.840, -4.666, -0.331], [1.743, 1.729, -8.633], [-0.923, -2.524, 1.519], [2.023, 2.897, 2.324], [-1.395, 2.680, 6.751], [-3.862, 4.125, 6.600], [-1.164, 1.416, -5.519], [2.627, -0.524, -5.107], [-2.874, 1.990, 4.981], [-0.692, 1.174, -2.437], [-3.286, -2.037, 1.802], [-0.374, -5.087, -0.634], [4.280, -1.424, -0.635], [-3.148, -2.804, -6.433], [-1.450, 5.740, 3.722], [3.697, -3.056, -1.905], [0.312, 0.184, 4.795], [-1.993, 6.477, 4.316], [2.603, 1.670, 0.876], [-0.046, 2.043, -2.563], [-1.533, 0.088, -0.734], [2.448, 0.040, -1.352], [0.091, 3.120, 3.397], [1.355, -2.926, 1.305], [-0.159, 5.319, 4.420], [2.319, 0.569, -6.922], [-1.755, -1.825, -5.126], [3.603, 0.879, 5.154], [-2.340, 0.197, 3.442], [2.361, -2.652, 1.596], [-3.210, -2.934, -3.054], [-1.435, 1.836, -0.515], [2.530, -0.954, -1.771], [-1.527, -0.725, 2.919], [-2.862, -2.618, -5.404], [-4.477, -3.765, -4.575], [2.814, -0.659, 3.408], [-0.677, 0.948, 5.179], [6.680, -1.625, 4.399], [-2.094, -2.156, -2.784], [0.488, 1.651, 6.807], [4.508, -3.699, -1.585], [2.153, 4.522, 2.925], [1.123, -3.958, 0.388], [-1.187, 3.309, 7.606], [-3.580, -3.093, 0.937], [-4.092, -1.486, 2.265], [0.508, -0.019, 0.689], [-1.197, -1.399, -5.952], [0.491, 6.183, 4.579], [0.681, 0.375, -5.145], [-1.954, -1.704, 2.094], [0.537, -0.454, 2.865], [-4.622, -3.312, 0.726], [-0.163, -4.287, 0.067], [-1.630, 1.360, -2.969], [-1.240, 6.167, 2.740], [1.935, 0.087, -5.676], [-3.824, 2.087, 4.469], [-0.179, 1.171, -5.903], [1.334, 1.604, -0.593], [1.592, -1.396, -2.705], [-2.601, -3.859, 0.350], [-0.395, 4.891, 5.396], [-2.090, 4.868, 3.586], [-1.355, -1.571, -3.815], [6.190, 1.374, 1.669], [0.371, -2.243, 1.860], [-3.601, -3.163, -4.365], [2.878, -4.494, -3.275], [-0.494, 2.267, -7.719], [0.415, 0.853, -0.206], [-3.773, -3.357, -2.232], [1.019, -3.046, -3.967], [-0.469, 1.750, 6.308], [2.781, -3.503, -2.847], [1.734, -2.680, -3.237], [-1.240, -3.574, 0.637], [3.569, -1.784, -1.369], [1.447, 1.352, -7.662], [-2.590, 2.799, 6.057], [-1.805, -2.010, -1.748], [-1.949, 1.036, 4.521], [5.314, 0.108, 3.510], [0.922, 2.298, 2.675], [-0.921, 0.968, -0.942], [0.580, 4.280, 3.631], [3.807, 2.796, 1.330]],
  "lowdin_spin": [0.00, 0.00, 0.00, 0.02, 0.00, 0.00, 0.01, 0.00, 0.00, 0.00, 0.09, 0.00, 0.00, 0.00, 0.08, 0.00, 0.09, 0.00, 0.00, 0.00, 0.00, 0.00, 0.04, 0.00, 0.00, 0.00, 0.00, 0.00, 0.00, 0.04, 0.00, 0.00, 0.00, 0.00, 0.28, 0.00, 0.00, 0.00, 0.00, 0.05, 0.00, 0.00, 0.00, 0.06, 0.00, 0.00, 0.00, 0.00, 0.00, 0.01, 0.01, 0.01, 0.01, 0.00, 0.00, 0.00, 0.00, 0.05, 0.02, 0.00, 0.04, 0.00, 0.00, 0.00, 0.00, 0.00, 0.00, 0.00, 0.09, 0.00, 0.00, 0.00, 0.00, 0.00, 0.00, 0.00, 0.00, 0.00, 0.00, 0.00, 0.01, 0.00, 0.00, 0.00, 0.00, 0.00, 0.00, 0.00, 0.01, 0.00, 0.01, 0.00, 0.00, 0.00],
  "homo_energy_ha": [-0.02634, -0.07772],
  "e_above_lowest_kj_mol": 190.29,
  "total_charge": -2,
  "e_lumo_ev": [3.725, 3.725],
  "e_tot_ha": -17073.62812,
  "multiplicity": 2
}

---

Entry 2:
{
  "formula": "CH5N2OP",
  "method": "ωB97M-V with the def2-TZVPD basis set",
  "symbols": ["H", "N", "O", "H", "H", "N", "C", "H", "H", "P"],
  "coordinates": [[1.798, -1.521, -2.084], [-1.203, 1.466, 0.688], [-0.326, 0.169, -1.313], [-2.255, 1.326, 0.454], [-0.961, 2.415, 0.678], [-0.601, 0.590, 1.484], [1.786, -1.487, -0.936], [-1.213, -0.238, 1.704], [2.493, -2.135, -0.348], [0.480, -0.586, -0.328]],
  "lowdin_charge": [0.01, -0.07, -0.51, 0.16, 0.09, -0.10, -0.33, 0.06, -0.01, 0.71],
  "homo_energy_ha": [-0.30264, -0.30134],
  "e_above_lowest_kj_mol": 411.93,
  "e_lumo_ev": [-0.790, -1.021],
  "e_tot_ha": -567.05764
}

---

Entry 3:
{
  "formula": "C40H60BBrIN10OS4Tc",
  "method": "ωB97M-V with the def2-TZVPD basis set",
  "symbols": ["C", "H", "C", "Br", "H", "C", "C", "H", "C", "H", "H", "H", "S", "C", "C", "H", "H", "C", "H", "H", "H", "O", "C", "N", "C", "H", "H", "H", "C", "C", "H", "C", "C", "S", "C", "C", "C", "S", "C", "N", "C", "N", "H", "H", "H", "C", "N", "H", "H", "H", "H", "C", "C", "H", "I", "N", "H", "C", "H", "H", "C", "H", "H", "C", "H", "B", "N", "H", "C", "N", "H", "C", "H", "H", "H", "C", "H", "C", "C", "H", "H", "C", "N", "H", "S", "H", "C", "H", "C", "Tc", "N", "H", "H", "H", "C", "C", "H", "H", "H", "C", "C", "H", "H", "C", "H", "H", "H", "C", "H", "H", "H", "H", "H", "C", "H", "N", "H", "H", "H"],
  "coordinates": [[-4.705, 1.421, -1.728], [-2.823, -2.017, -3.476], [-1.415, 0.031, -4.809], [4.999, -2.730, -3.280], [1.104, 4.664, 2.819], [4.887, -1.128, -4.279], [-4.181, -0.739, 5.156], [-4.311, -2.357, 2.102], [1.694, 4.072, 0.818], [4.741, 0.584, 0.111], [1.447, 2.927, 2.665], [-0.825, -4.322, -1.229], [-0.170, 1.375, 1.349], [4.801, 1.175, -5.836], [7.253, -5.586, -0.378], [-1.601, -3.579, 1.369], [-1.523, -0.877, 3.996], [-2.271, -1.659, 3.845], [7.449, -0.793, 0.506], [7.198, 0.927, 0.293], [3.598, 3.275, 0.253], [2.377, -4.500, 0.173], [5.846, -4.326, 1.103], [0.248, 3.920, 0.354], [4.918, -5.347, -0.889], [-4.277, 1.621, 4.458], [-5.559, 1.784, -1.180], [-2.935, -2.131, -5.241], [-3.283, -1.579, -4.368], [-0.442, 4.903, -0.326], [-1.262, -0.338, -5.823], [-4.663, -2.013, 3.076], [-3.692, 0.563, -5.634], [2.550, -0.352, 1.301], [-2.902, -0.107, -4.505], [6.750, 0.024, 0.712], [3.677, -1.620, 1.023], [-0.847, 0.896, -1.942], [-3.679, -1.062, 3.751], [-0.353, -2.240, -1.350], [-0.576, 2.870, 0.515], [-1.763, 3.164, -0.040], [-2.517, 4.903, -1.060], [7.511, 0.220, 2.732], [6.421, 0.294, -6.933], [-4.640, 0.812, -2.926], [4.821, -1.476, 0.402], [-0.687, -2.098, -2.300], [-3.944, 3.433, 2.446], [3.196, 1.802, -4.558], [4.767, 2.072, -6.440], [5.451, -0.223, -0.047], [3.914, 1.026, -4.781], [2.220, 5.611, -0.644], [2.619, -0.282, -2.407], [0.003, -2.210, 1.186], [-4.754, 0.320, -5.609], [1.743, 3.923, 2.335], [2.767, 4.090, 2.669], [-2.035, -2.229, 2.945], [7.092, -4.838, 0.783], [-3.491, -0.096, 5.706], [-5.430, 0.549, -3.607], [6.552, 0.190, 2.216], [5.979, -0.636, 2.645], [-3.146, 2.453, -0.005], [-3.416, 1.552, -1.250], [-4.258, -1.678, 5.702], [2.191, 5.464, 0.437], [-3.350, 1.686, 1.340], [5.414, -2.299, 0.346], [6.168, -5.847, -1.209], [-5.636, -1.535, 2.948], [-3.975, 3.317, -0.023], [2.383, 2.021, 0.470], [5.727, 0.181, -6.111], [-4.363, -1.715, -4.294], [-3.774, 2.368, 2.454], [-1.681, 4.433, -0.570], [1.007, -2.332, 1.058], [6.494, -1.746, -5.547], [3.962, -0.126, -4.006], [3.337, -2.894, 1.437], [2.480, -2.894, 1.967], [-2.723, -0.870, 0.572], [6.022, 1.117, 2.444], [-0.699, -3.467, 0.774], [4.058, -5.550, -1.516], [4.761, -4.567, 0.257], [-0.511, -0.468, -0.057], [-3.616, 0.228, 2.947], [-0.009, 5.850, -0.584], [8.230, -5.978, -0.631], [-5.173, -0.288, 5.143], [2.546, 3.031, 0.098], [-3.245, 0.393, 1.663], [-3.578, 1.648, -5.602], [1.602, 6.258, 0.899], [2.349, 3.048, -0.977], [5.772, -0.969, -5.336], [-2.583, 1.022, -2.159], [5.639, -0.316, -1.116], [0.643, -2.453, -1.453], [-1.067, -3.394, -0.715], [-0.044, -4.310, 0.976], [-3.306, 0.211, -6.589], [3.209, 5.560, 0.811], [3.425, -4.044, 0.575], [-1.081, 1.070, -4.780], [5.700, -3.782, 2.031], [-0.116, -2.046, 2.184], [-2.224, -2.339, 4.695], [-4.801, -2.888, 3.711], [-3.941, 1.469, 3.451], [-2.133, -3.212, -0.835], [-3.304, 0.579, -3.204], [6.299, -6.448, -2.100], [-0.781, -0.558, -4.146], [7.933, -4.670, 1.443]],
  "lowdin_spin": [0.01, 0.00, 0.00, 0.00, 0.00, 0.00, 0.00, 0.00, 0.00, 0.00, 0.00, 0.00, 0.15, 0.00, 0.00, 0.00, 0.00, 0.00, 0.00, 0.00, 0.00, 0.00, 0.00, 0.01, 0.00, 0.00, 0.00, 0.00, 0.00, 0.01, 0.00, 0.00, 0.00, 0.01, 0.00, 0.00, 0.00, 0.13, 0.00, 0.01, 0.02, 0.01, 0.00, 0.00, 0.00, 0.00, 0.00, 0.00, 0.00, 0.00, 0.00, 0.00, 0.00, 0.00, 0.00, 0.01, 0.00, 0.00, 0.00, 0.00, 0.00, 0.00, 0.00, 0.00, 0.00, 0.00, 0.00, 0.00, 0.00, 0.00, 0.00, 0.00, 0.00, 0.00, 0.00, 0.00, 0.00, 0.00, 0.01, 0.00, 0.00, 0.00, 0.00, 0.00, 0.08, 0.00, 0.00, 0.00, 0.00, 2.42, 0.00, 0.00, 0.00, 0.00, 0.00, 0.02, 0.00, 0.00, 0.00, 0.00, 0.02, 0.00, 0.00, 0.01, 0.00, 0.00, 0.00, 0.00, 0.00, 0.00, 0.01, 0.00, 0.00, 0.00, 0.00, 0.01, 0.00, 0.00, 0.00],
  "homo_energy_ha": [-0.54820, -0.54823],
  "e_above_lowest_kj_mol": 0.00,
  "total_charge": 3,
  "e_lumo_ev": [-9.349, -9.443],
  "e_tot_ha": -6752.52194,
  "multiplicity": 4
}

---

Entry 4:
{
  "formula": "CH4Cl2S",
  "method": "ωB97M-V with the def2-TZVPD basis set",
  "symbols": ["S", "H", "H", "H", "H", "C", "Cl", "Cl"],
  "coordinates": [[-0.099, 2.152, 1.076], [-0.280, 3.445, 0.784], [-1.216, -0.573, 0.483], [-1.409, 1.937, 1.273], [-1.166, -2.020, -0.572], [-0.623, -1.140, -0.229], [0.854, -1.680, 0.580], [-0.302, -0.107, -1.627]],
  "lowdin_charge": [0.47, -0.22, 0.00, -0.21, 0.03, -1.05, 0.50, 0.48],
  "homo_energy_ha": -0.35684,
  "e_above_lowest_kj_mol": 0.00,
  "e_lumo_ev": 0.682,
  "e_tot_ha": -1359.05328
}